[1]
The following is a DFT calculation (the ωB97M-V functional and the def2-TZVPD basis) of the ion C4H10N3 with charge +1 at a distorted geometry.

Calculated values
Lowest unoccupied orbital energy = -5.25 eV
Gap between HOMO and LUMO = 8.8 eV
Highest occupied orbital energy = -14.091 eV
Energy relative to the best compared isomer or geometry (same formula, charge and spin) = 144.34 kcal per mole
F_max = 4.68 eV Å⁻¹

Geometry as ORCA input:
```
! RIJCOSX wB97M-V def2-TZVPD def2/J DEFGRID3
* xyz 1 1
C -0.72149 0.82651 -1.46043
C -1.50005 0.15168 -0.43553
C 1.16493 0.70577 0.76141
C 0.25285 -1.53043 1.54462
N 0.53851 0.02573 -1.66072
N 1.18942 -0.23326 -0.39714
N 0.29093 -0.38905 0.62963
H -1.24695 0.78812 -2.46994
H -0.52618 1.87499 -1.25574
H -1.87901 0.86730 0.40798
H -2.10737 -0.70766 -0.59131
H 1.97209 0.66602 1.58481
H 0.80200 1.72754 0.51156
H 0.79821 -1.27652 2.44577
H -0.82854 -1.69306 1.70269
H 0.68755 -2.46984 0.97159
H 1.11310 0.66613 -2.28924
*
```

=====

[2]
The following is a DFT calculation (the ωB97M-V functional and the def2-TZVPD basis) of a cluster of 2 separate species, C4H10N3 in total at a distorted geometry.

Calculated values
Lowest unoccupied orbital energy = -3.20 eV
Gap between HOMO and LUMO = 11.7 eV
Highest occupied orbital energy = -14.932 eV
Energy relative to the best compared isomer or geometry (same formula, charge and spin) = 48.16 kcal per mole
F_max = 3.64 eV Å⁻¹

Geometry as ORCA input:
```
! RIJCOSX wB97M-V def2-TZVPD def2/J DEFGRID3
* xyz 1 1
C -0.44060 1.48095 -2.57609
C 0.81697 0.55939 -0.14762
C -1.10716 -1.85250 1.03834
C -0.92613 -0.37561 1.33373
N 0.42241 1.88107 -3.27932
N -0.45136 0.41342 0.17765
N 1.88860 0.16394 0.59240
H 0.98061 0.97907 -1.08731
H -0.35911 -2.18204 0.34739
H -1.11110 -2.33363 1.94214
H -2.12520 -1.87457 0.61588
H -1.88466 0.04552 1.67941
H -0.09514 -0.20983 2.15281
H 1.04832 2.14436 -4.06294
H -1.17182 0.82343 -0.55079
H 2.67979 0.66831 0.29170
H 1.83559 -0.33128 1.53262
*
```

=====

[3]
The following is a DFT calculation (the ωB97M-V functional and the def2-TZVPD basis) of the ion C4H10N3O with charge +1 at a distorted geometry.

Calculated values
SMILES = COC1=NC[N@@H+](C)N1
Lowest unoccupied orbital energy = -3.38 eV
Gap between HOMO and LUMO = 10.0 eV
Highest occupied orbital energy = -13.424 eV
Energy relative to the best compared isomer or geometry (same formula, charge and spin) = 74.25 kcal per mole
F_max = 5.52 eV Å⁻¹

Geometry as ORCA input:
```
! RIJCOSX wB97M-V def2-TZVPD def2/J DEFGRID3
* xyz 1 1
C -3.14680 -0.14906 -0.23352
O -1.95517 0.66163 0.00931
C -0.82425 0.11654 0.10300
N -0.56532 -1.22622 0.26950
C 0.89795 -1.21712 0.32082
N 1.40667 0.19829 0.49572
C 2.36534 0.52852 -0.53267
N 0.20818 1.00403 0.31112
H -3.50210 -0.82092 0.49849
H -3.10173 -0.55217 -1.20803
H -3.78581 0.69249 -0.28058
H 1.09367 -1.85088 1.25257
H 1.39493 -1.47577 -0.68448
H 1.67996 0.24494 1.50677
H 1.76521 0.36293 -1.47647
H 2.78273 1.52536 -0.68986
H 3.22170 -0.02975 -0.30171
H 0.06482 1.98717 0.64005
*
```

=====

[4]
The following is a DFT calculation (the ωB97M-V functional and the def2-TZVPD basis) of a structure of composition C4H10N3O2 at a distorted geometry.

Calculated values
Lowest unoccupied orbital energy = -3.81 eV
Gap between HOMO and LUMO = 10.7 eV
Highest occupied orbital energy = -14.535 eV
Energy relative to the best compared isomer or geometry (same formula, charge and spin) = 125.05 kcal per mole
F_max = 5.63 eV Å⁻¹

Geometry as ORCA input:
```
! RIJCOSX wB97M-V def2-TZVPD def2/J DEFGRID3
* xyz 1 1
C 1.47634 0.65297 -0.24914
C -1.97320 -1.74443 0.33318
C -0.55318 -1.08918 0.57671
C -0.33955 -0.07638 -0.50273
N 2.29763 0.60991 -1.24560
N 1.63048 1.16160 0.93705
N -1.08214 1.44126 -0.27003
O -1.41537 1.87038 -1.34190
O -1.04991 1.75554 0.89337
H -1.98850 -2.02775 -0.65127
H -2.84697 -1.12912 0.58066
H -2.06962 -2.60441 1.01894
H -0.73556 -0.50916 1.44207
H 0.29811 -1.69299 0.65084
H -0.42743 -0.24309 -1.54768
H 2.03042 0.33143 -2.29412
H 3.27998 0.78542 -1.35438
H 0.94718 1.08618 1.70914
H 2.52128 1.42181 1.31490
*
```

=====

[5]
The following is a DFT calculation (the ωB97M-V functional and the def2-TZVPD basis) of a cluster of 2 separate species, C4H10N3O2S in total at a distorted geometry.

Calculated values
Lowest unoccupied orbital energy (alpha / beta) = -3.93 / -3.93 eV
Gap between HOMO and LUMO (alpha / beta) = 8.3 / 8.3 eV
Highest occupied orbital energy (alpha / beta) = -12.206 / -12.210 eV
Energy relative to the best compared isomer or geometry (same formula, charge and spin) = 109.21 kcal per mole
F_max = 4.03 eV Å⁻¹

Geometry as ORCA input:
```
! RIJCOSX wB97M-V def2-TZVPD def2/J DEFGRID3
* xyz 1 1
C -1.38034 -0.36582 -2.04042
C -0.04109 0.26511 -0.36142
C -1.61099 -0.26346 1.52086
C 2.64941 0.83242 0.55811
N -2.06442 -0.53136 -0.94810
N -1.22999 -0.26480 0.11355
N -0.13401 0.03672 -1.75007
O 1.80254 -1.39706 -0.76162
O 1.20281 -1.02982 1.63060
S 1.54329 -0.55825 0.35291
H -1.86121 -0.54492 -2.98739
H 0.17647 2.14421 0.03466
H -1.01535 -0.91627 2.02322
H -1.70533 0.66945 1.91133
H -2.59072 -0.51208 1.77596
H 3.53353 0.44918 1.10373
H 3.02059 1.08106 -0.45360
H 1.94212 1.52793 1.26048
H -2.98951 -0.65200 -0.76493
H 0.75220 0.02976 -2.21785
*
```

=====

[6]
The following is a DFT calculation (the ωB97M-V functional and the def2-TZVPD basis) of the ion C4H10N3OS with charge +1 at a distorted geometry.

Calculated values
SMILES = [H]/N=C(C[S-])\[NH+]=[NH+]\CCO
Lowest unoccupied orbital energy (alpha / beta) = -6.22 / -5.90 eV
Gap between HOMO and LUMO (alpha / beta) = 7.1 / 7.0 eV
Highest occupied orbital energy (alpha / beta) = -13.361 / -12.921 eV
Energy relative to the best compared isomer or geometry (same formula, charge and spin) = 102.20 kcal per mole
F_max = 4.90 eV Å⁻¹

Geometry as ORCA input:
```
! RIJCOSX wB97M-V def2-TZVPD def2/J DEFGRID3
* xyz 1 1
H 1.85158 3.04325 -0.51691
N 2.31283 2.07655 -0.31216
C 1.77023 1.12946 0.25129
C 2.76890 -0.07516 0.47189
S 2.22653 -1.27222 -0.81120
N 0.49139 0.96706 0.62706
N -0.03953 -0.07279 1.18268
C -1.44509 -0.42200 0.85064
C -1.58363 -1.03109 -0.55406
O -0.90588 -0.17768 -1.49729
H 3.76159 0.21127 0.23401
H 2.77990 -0.64523 1.37735
H -0.23326 1.48207 0.20878
H 0.61156 -0.80023 1.60803
H -1.83831 -1.05188 1.63198
H -1.92343 0.58377 0.70361
H -1.43604 -2.08530 -0.67713
H -2.62805 -0.97463 -0.80105
H -0.49890 -0.66420 -2.25109
*
```

=====

[7]
The following is a DFT calculation (the ωB97M-V functional and the def2-TZVPD basis) of a cluster of 2 separate species, C4H10N3PS in total at a distorted geometry.

Calculated values
Lowest unoccupied orbital energy (alpha / beta) = -0.27 / -0.27 eV
Gap between HOMO and LUMO (alpha / beta) = 8.0 / 8.0 eV
Highest occupied orbital energy (alpha / beta) = -8.286 / -8.283 eV
F_max = 4.85 eV Å⁻¹

Geometry as ORCA input:
```
! RIJCOSX wB97M-V def2-TZVPD def2/J DEFGRID3
* xyz 0 1
C 1.59455 -1.65142 1.28235
C 1.05971 -2.33006 0.09185
C -2.02375 1.51906 -0.37361
C -1.82877 1.12287 1.07442
N 1.62120 -0.97157 0.08193
N -1.61137 0.23778 -0.03362
N 1.16930 0.46928 -2.10047
P 0.86828 0.39502 -0.44760
S 1.34139 1.96689 0.51702
H 0.72559 -1.49551 1.97806
H 2.61022 -1.85851 1.77151
H 1.46352 -3.06408 -0.54659
H 0.00916 -2.33802 0.07181
H -3.07685 1.64142 -0.82996
H -1.30887 2.23987 -0.83609
H -1.09493 1.60454 1.53132
H -2.77931 1.13696 1.60631
H 0.31820 -0.02470 -2.49083
H 0.94270 1.40017 -2.34782
*
```

=====

[8]
The following is a DFT calculation (the ωB97M-V functional and the def2-TZVPD basis) of a structure of composition C4H10N4 at a distorted geometry.

Calculated values
Lowest unoccupied orbital energy = 1.00 eV
Gap between HOMO and LUMO = 6.3 eV
Highest occupied orbital energy = -5.261 eV
Energy relative to the best compared isomer or geometry (same formula, charge and spin) = 72.56 kcal per mole
F_max = 6.80 eV Å⁻¹

Geometry as ORCA input:
```
! RIJCOSX wB97M-V def2-TZVPD def2/J DEFGRID3
* xyz 0 1
C 0.11734 0.50208 2.04770
C 0.22471 -0.95532 0.09295
C -0.23254 -0.46830 -1.10479
N 0.56888 -2.09961 0.58740
N -0.49673 -0.86004 -2.33293
N 0.20409 1.95861 -0.96887
C -0.47260 0.83743 -0.35291
N 0.33012 0.22996 0.64758
H 0.92569 -2.21492 1.52649
H 0.44154 -2.96640 0.07754
H -0.55686 -0.14863 -3.05714
H -0.03087 -1.69342 -2.68124
H -0.43551 2.57923 -1.45289
H 0.70057 2.50928 -0.27730
H -1.50085 1.04105 -0.02749
H 0.13262 1.58220 2.22890
H -0.84089 0.10648 2.40042
H 0.92129 0.06032 2.64658
*
```

=====

[9]
The following is a DFT calculation (the ωB97M-V functional and the def2-TZVPD basis) of an isolated molecule of C4H10N4 at a distorted geometry.

Calculated values
SMILES = [H]/N=C(/N)C/N=C(/C)N
Lowest unoccupied orbital energy = 0.78 eV
Gap between HOMO and LUMO = 8.6 eV
Highest occupied orbital energy = -7.864 eV
Energy relative to the best compared isomer or geometry (same formula, charge and spin) = 63.95 kcal per mole
F_max = 5.59 eV Å⁻¹

Geometry as ORCA input:
```
! RIJCOSX wB97M-V def2-TZVPD def2/J DEFGRID3
* xyz 0 1
H 3.28954 0.78820 -0.62300
N 2.41900 0.93370 -1.13818
C 1.52106 0.08756 -0.77890
N 0.19806 0.13585 -1.50855
C 1.48288 -0.86034 0.37217
N 0.51209 0.04625 1.00934
C -0.73523 0.01158 0.48535
C -1.61232 1.15602 0.95739
N -1.42367 -1.19086 0.31502
H -0.56265 -0.50026 -1.72039
H 0.13363 1.01058 -2.01977
H 2.41752 -0.85456 0.93357
H 1.14223 -1.87013 0.12764
H -2.58070 1.14420 0.44964
H -1.09872 2.10740 0.80348
H -1.80317 1.03538 2.02547
H -0.87178 -2.01502 0.11902
H -2.42778 -1.16554 0.19070
*
```

=====

[10]
The following is a DFT calculation (the ωB97M-V functional and the def2-TZVPD basis) of an isolated molecule of C4H10N4 at a distorted geometry.

Calculated values
SMILES = [H]/N=C\N/C=N\N(C)C
Lowest unoccupied orbital energy = 0.65 eV
Gap between HOMO and LUMO = 8.4 eV
Highest occupied orbital energy = -7.756 eV
Energy relative to the best compared isomer or geometry (same formula, charge and spin) = 136.34 kcal per mole
F_max = 7.65 eV Å⁻¹

Geometry as ORCA input:
```
! RIJCOSX wB97M-V def2-TZVPD def2/J DEFGRID3
* xyz 0 1
H -1.26350 0.79331 0.74676
N -1.40554 0.16279 1.58865
C -1.52994 -1.03310 1.07221
N -1.54859 -1.36797 -0.36762
C -0.83151 -0.79410 -1.40831
N -0.13538 0.35171 -1.49125
N 0.48084 0.66916 -0.26067
C 1.23575 -0.23248 0.40613
C 1.11036 1.90419 -0.12855
H -1.58289 -2.17594 1.51690
H -1.63592 -2.39476 -0.48531
H -0.94767 -1.09505 -2.54519
H 1.42105 -0.00958 1.51051
H 2.04902 -0.66682 -0.06191
H 0.76415 -1.15232 0.88093
H 1.67610 2.51369 0.69181
H 1.74924 1.81401 -1.02116
H 0.39443 2.71325 -0.64394
*
```

=====

[11]
The following is a DFT calculation (the ωB97M-V functional and the def2-TZVPD basis) of an isolated molecule of C4H10N4 at a distorted geometry.

Calculated values
SMILES = [H]/N=C(/N)N(C)N1CC1
Lowest unoccupied orbital energy = 1.05 eV
Gap between HOMO and LUMO = 10.0 eV
Highest occupied orbital energy = -8.945 eV
Energy relative to the best compared isomer or geometry (same formula, charge and spin) = 131.18 kcal per mole
F_max = 4.70 eV Å⁻¹

Geometry as ORCA input:
```
! RIJCOSX wB97M-V def2-TZVPD def2/J DEFGRID3
* xyz 0 1
H 2.25483 0.29271 -1.78516
N 2.25786 -0.58179 -0.96806
C 1.26248 -0.48264 -0.17017
N 1.50311 -0.95649 1.10064
N 0.18927 0.46808 -0.25900
C 0.44224 1.75726 0.24394
N -0.98496 -0.20217 0.52121
C -1.49352 -1.29858 -0.35114
C -2.25476 -0.04459 -0.20522
H 0.58271 -1.51152 1.42982
H 2.63592 -1.18812 1.22357
H 0.37228 1.94805 1.30518
H 1.41091 2.10109 -0.09283
H -0.24827 2.67480 -0.27008
H -0.96495 -1.47106 -1.29107
H -1.74810 -2.35509 -0.02541
H -2.85887 0.36119 0.66630
H -2.35818 0.48888 -1.07252
*
```

=====

[12]
The following is a DFT calculation (the ωB97M-V functional and the def2-TZVPD basis) of a structure of composition C4H10N4O at a distorted geometry.

Calculated values
Lowest unoccupied orbital energy = 0.77 eV
Gap between HOMO and LUMO = 10.1 eV
Highest occupied orbital energy = -9.374 eV
Energy relative to the best compared isomer or geometry (same formula, charge and spin) = 168.92 kcal per mole
F_max = 13.81 eV Å⁻¹

Geometry as ORCA input:
```
! RIJCOSX wB97M-V def2-TZVPD def2/J DEFGRID3
* xyz 0 1
C 3.39785 -0.36417 0.27714
C 1.01088 -0.54108 -0.17944
C -0.40797 1.59990 -0.35949
C -3.54289 -0.83398 0.21584
H 4.21106 0.42846 0.39964
H 3.09502 -1.23726 0.93695
H 3.37629 -1.06081 -0.78289
H 2.13551 0.80177 0.75569
H -0.58424 2.39958 0.74380
H 0.50051 1.85931 -0.75618
H -1.03009 1.65556 -1.25548
H -3.30707 -1.69480 0.16239
H -3.97596 -0.44790 1.24909
H -4.31142 -0.88659 -0.84300
N 2.12135 0.27511 0.08205
N -0.19861 0.20702 -0.13443
N -1.34938 -0.62509 -0.02360
N -2.31837 0.13626 0.00203
O 1.17752 -1.67133 -0.49012
*
```

=====

[13]
The following is a DFT calculation (the ωB97M-V functional and the def2-TZVPD basis) of a structure of composition C4H10N4O4S2 at a distorted geometry.

Calculated values
Lowest unoccupied orbital energy = -0.51 eV
Gap between HOMO and LUMO = 8.8 eV
Highest occupied orbital energy = -9.341 eV
Energy relative to the best compared isomer or geometry (same formula, charge and spin) = 2.36 kcal per mole
F_max = 4.90 eV Å⁻¹

Geometry as ORCA input:
```
! RIJCOSX wB97M-V def2-TZVPD def2/J DEFGRID3
* xyz 0 1
C -0.38342 1.58791 -2.05892
C 0.76642 2.21562 -1.57234
C -2.21712 -2.66572 0.03451
C 1.18208 0.87425 2.30492
N -1.47572 1.43284 -2.36160
N 1.62377 1.70146 -0.76974
N -0.25850 -0.88884 -1.22427
N 1.67447 0.36437 -0.30564
O -2.81207 -0.25314 -1.16431
O -1.39277 -0.43257 0.80738
O 3.44755 1.37108 1.06349
O 2.79514 -0.96420 1.42126
S -1.61496 -1.00337 -0.48965
S 2.41190 0.37252 1.12179
H -1.78581 -3.38626 -0.51760
H -1.89721 -2.68010 1.01999
H -3.31275 -2.46851 0.07764
H 0.54464 0.01072 2.62878
H 1.71132 1.27338 3.23937
H 0.63353 1.64992 1.93010
H -2.56355 0.54528 -1.77095
H 2.41476 2.30157 -0.41340
H -0.30250 -0.76207 -2.18343
H 0.81081 -0.19615 -0.81739
*
```

=====

[14]
The following is a DFT calculation (the ωB97M-V functional and the def2-TZVPD basis) of a cluster of 2 separate species, C4H10NO in total at a distorted geometry.

Calculated values
Lowest unoccupied orbital energy = 4.34 eV
Gap between HOMO and LUMO = 6.5 eV
Highest occupied orbital energy = -2.111 eV
Energy relative to the best compared isomer or geometry (same formula, charge and spin) = 8.66 kcal per mole
F_max = 1.28 eV Å⁻¹

Geometry as ORCA input:
```
! RIJCOSX wB97M-V def2-TZVPD def2/J DEFGRID3
* xyz -1 1
C 1.89128 -1.73139 0.03618
C 0.82489 -0.69891 -0.29295
C -0.13678 -1.05057 -1.21137
N 0.99063 0.55078 0.20438
H 1.92482 -2.05329 1.10382
H 2.91684 -1.40716 -0.23659
H 1.61984 -2.61348 -0.55293
H -0.85686 -0.32897 -1.59528
H -0.10901 -2.07689 -1.63335
H 1.88694 0.61310 0.67921
H -0.34689 1.36705 -0.00328
C -2.04932 1.09820 0.97109
O -1.28968 1.77137 0.00893
H -1.62898 1.22378 1.99533
H -3.06144 1.53205 0.93781
H -2.14271 0.01334 0.78548
*
```